[1]
Below is C29H25ClF10N11O2Re as an isolated structure, with properties calculated with wB97M-V/def2-TZVPD.

Its frontier orbital gap (spin up / spin down) is 7.89 / 7.16 eV. The expectation value of S² is 3.77. For the LUMO energy (spin up / spin down), the calculation gives -2.88 / -4.24 eV. Its spin multiplicity is 4. Its HOMO energy (spin up / spin down) is -10.77 / -11.40 eV. Its net charge is +1.

Last column: Löwdin charge in e.
Cartesian coordinates (Å):
1 Re 0.16 -0.33 -0.09  1.765
2 Cl -3.47 -1.47 -1.49  0.489
3 F 0.81 4.04 -4.49  0.142
4 F 1.62 -1.20 -3.43  0.119
5 F -3.13 1.85 0.63  0.092
6 F 1.19 3.26 -1.96  0.120
7 F 1.17 -0.42 -5.93  0.144
8 F -3.99 4.25 -0.15  0.139
9 F 1.28 3.49 0.76  0.102
10 F 0.77 2.21 -6.50  0.155
11 F 0.40 5.89 -0.03  0.151
12 F -2.25 6.29 -0.49  0.157
13 O 0.89 -2.27 -0.77  -0.157
14 O -0.18 -3.49 -2.25  0.133
15 N -1.20 -1.52 1.25  -0.056
16 N -0.06 -2.45 -1.66  -0.417
17 N -0.41 1.28 1.03  -0.190
18 N -1.88 -2.04 -3.73  0.133
19 N -1.85 0.16 -3.04  -0.058
20 N -1.82 1.01 -1.93  0.023
21 N -5.20 -0.41 1.34  0.145
22 N -0.79 -1.38 -1.69  -0.073
23 N -6.39 1.14 -0.03  0.097
24 N 1.81 -0.21 1.34  -0.310
25 N 1.53 0.57 -1.25  -0.170
26 C -4.73 0.03 3.67  -0.016
27 C 1.91 -1.45 2.15  -0.048
28 C 1.36 0.99 -2.58  -0.178
29 C 1.18 2.33 -2.92  -0.153
30 C -5.29 0.45 2.37  -0.287
31 C -2.13 -0.92 2.01  -0.089
32 C -2.75 -2.97 3.03  0.023
33 C -5.77 -0.01 0.21  -0.243
34 C -1.81 5.10 -0.13  -0.132
35 C 2.79 0.94 -0.60  -0.188
36 C 1.38 0.09 -3.65  -0.157
37 C -0.88 2.54 0.62  -0.181
38 C -1.83 -1.19 -2.66  -0.769
39 C -6.45 1.98 1.00  -0.122
40 C -1.08 -2.86 1.34  -0.126
41 C -3.78 -0.87 3.90  -0.033
42 C -2.91 -1.60 2.93  -0.178
43 C -0.46 4.89 0.11  -0.143
44 C -2.23 2.81 0.43  -0.165
45 C 0.18 1.27 2.37  -0.194
46 C 3.03 -0.08 0.49  -0.152
47 C -5.92 1.67 2.24  -0.009
48 C -1.84 -3.62 2.21  -0.014
49 C 0.97 1.82 -5.25  -0.137
50 C -2.70 4.06 0.04  -0.140
51 C 1.66 0.97 2.24  -0.146
52 C 0.99 2.75 -4.22  -0.140
53 C -0.02 3.64 0.48  -0.162
54 C 1.17 0.49 -4.95  -0.143
55 H -1.50 1.92 -2.24  0.096
56 H 2.77 1.96 -0.21  0.104
57 H 3.62 0.88 -1.31  0.142
58 H -2.23 0.14 1.87  0.096
59 H -3.33 -3.53 3.75  0.134
60 H 2.13 0.75 3.20  0.138
61 H 2.16 1.81 1.79  0.106
62 H 1.06 -1.51 2.83  0.091
63 H -2.75 1.06 -1.52  0.057
64 H -2.61 0.35 -3.69  0.143
65 H -0.32 -3.33 0.73  0.099
66 H -0.30 0.52 3.01  0.103
67 H -6.00 2.36 3.07  0.116
68 H -6.95 2.93 0.83  0.115
69 H 2.83 -1.43 2.73  0.109
70 H 3.20 -1.06 0.04  0.127
71 H -3.57 -1.12 4.93  0.120
72 H -1.71 -4.69 2.24  0.122
73 H 1.92 -2.32 1.50  0.084
74 H -1.73 -3.01 -3.54  0.088
75 H -5.19 0.49 4.54  0.117
76 H -2.65 -1.86 -4.37  0.115
77 H 3.88 0.17 1.12  0.142
78 H 0.04 2.23 2.86  0.140
79 H -5.73 -0.71 -0.62  0.045

---

[2]
Below is C4HBaLiO5 as an isolated structure, with properties calculated with wB97M-V/def2-TZVPD.

As for the energy above the lowest of the compared OMol25 structures with the same formula, charge and spin: 0.951 eV. Its frontier orbital gap (spin up / spin down) is 4.43 / 4.22 eV. The expectation value of S² is 0.76. For the LUMO energy (spin up / spin down), the calculation gives -5.32 / -5.32 eV. Its spin multiplicity is 2. Its HOMO energy (spin up / spin down) is -9.75 / -9.54 eV. Its net charge is +1.

Last column: Löwdin charge in e.
Cartesian coordinates (Å):
1 Ba -3.60 2.02 2.16  1.967
2 O 1.91 -1.02 -0.72  -0.203
3 O 0.27 -2.52 0.63  -0.084
4 O -2.20 0.12 0.62  -0.194
5 O -1.28 2.10 0.67  -0.185
6 O -0.35 0.41 -0.55  -0.123
7 C 1.92 0.25 -0.97  -0.317
8 C -1.33 0.93 0.19  -0.834
9 C 0.83 1.12 -0.81  -0.025
10 C 1.26 -2.53 1.26  0.124
11 Li -0.24 -1.52 -1.06  0.772
12 H 2.83 0.67 -1.42  0.101

---

[3]
Below is C35H49ClF6N2O16S2 as an isolated structure, with properties calculated with wB97M-V/def2-TZVPD.

Its frontier orbital gap is 7.55 eV. For the LUMO energy, the calculation gives -1.59 eV. Its HOMO energy is -9.14 eV. Its net charge is 0.

Last column: Löwdin charge in e.
Cartesian coordinates (Å):
1 Cl 0.81 0.49 2.73  0.762
2 S -0.24 0.36 -0.34  0.668
3 S 2.65 2.50 2.25  0.885
4 F 3.07 -3.16 -0.87  -0.010
5 F 5.04 0.19 -1.97  0.162
6 F 5.04 -1.50 -0.66  0.170
7 F 4.86 1.06 1.24  0.083
8 F 3.81 1.70 -0.52  0.079
9 F 6.40 0.13 -0.33  0.187
10 O -12.71 0.55 -1.48  0.105
11 O -7.50 1.88 2.77  0.099
12 O 7.97 -3.91 -1.19  -0.142
13 O -0.29 0.51 -1.76  -0.237
14 O -8.83 3.40 0.67  0.094
15 O -1.45 0.16 0.38  -0.251
16 O -5.78 2.31 0.88  0.101
17 O 0.63 -0.90 0.08  -0.238
18 O -10.72 -0.75 -0.49  0.124
19 O -3.71 -1.86 1.56  0.118
20 O 4.44 -1.50 1.85  -0.155
21 O 6.19 -3.28 1.33  -0.138
22 O 0.56 -1.43 -6.23  -0.078
23 O -5.44 -2.29 3.44  0.098
24 O 0.76 4.80 0.86  -0.063
25 O -10.84 4.70 -0.28  0.121
26 N 0.44 3.31 -1.70  0.045
27 N -1.32 6.18 1.79  0.004
28 C -6.62 0.92 2.54  -0.244
29 C -10.90 3.38 -0.39  -0.228
30 C -4.59 -0.90 1.78  -0.231
31 C -5.64 1.23 1.42  -0.312
32 C -10.65 0.57 -0.40  -0.225
33 C -1.47 4.73 1.86  -0.215
34 C 1.35 2.55 -0.88  -0.251
35 C -4.63 0.26 1.09  0.072
36 C 0.73 1.78 0.33  -0.410
37 C 1.42 -0.94 -4.05  -0.165
38 C -11.92 2.72 -0.95  0.073
39 C -9.63 1.24 0.16  0.082
40 C 2.30 -0.80 -1.69  -0.114
41 C 3.28 -0.76 2.11  -0.241
42 C 8.75 -2.79 -3.15  -0.073
43 C 1.79 1.17 1.33  -0.809
44 C 6.96 -4.41 0.96  -0.182
45 C 5.17 -0.19 -0.70  -0.545
46 C 2.27 -2.59 0.12  -0.260
47 C -0.12 4.01 1.64  -0.386
48 C 4.13 0.61 0.22  -0.346
49 C 7.61 -2.94 -2.16  -0.276
50 C -11.86 1.27 -1.00  -0.309
51 C 2.80 -0.04 0.81  -0.142
52 C 0.17 -1.26 -4.87  -0.260
53 C 6.90 -4.58 -0.55  -0.181
54 C -9.69 2.68 0.20  -0.288
55 C 2.05 -1.05 -0.20  -0.243
56 C -0.39 2.64 0.99  -0.168
57 C 1.41 -1.58 -2.66  -0.179
58 C 4.88 -2.16 3.03  -0.139
59 C 5.96 -3.21 2.71  -0.177
60 C 1.01 -3.42 0.23  0.003
61 C -5.57 -1.21 2.89  -0.313
62 C -6.58 -0.23 3.23  0.069
63 H 6.70 -3.26 -2.68  0.121
64 H 0.27 4.23 -1.34  0.066
65 H -0.90 2.05 1.75  0.083
66 H 7.40 -1.99 -1.67  0.104
67 H 0.39 -3.33 -0.66  0.086
68 H -12.78 3.21 -1.37  0.136
69 H 9.03 -3.76 -3.56  0.077
70 H 1.53 0.15 -3.96  0.116
71 H 6.59 -5.31 1.46  0.124
72 H -3.91 -2.57 2.20  0.120
73 H 0.38 -1.63 -2.31  0.095
74 H 5.63 -4.19 3.08  0.121
75 H -1.15 2.79 0.22  0.111
76 H -0.40 2.83 -1.98  0.065
77 H 9.63 -2.36 -2.66  0.076
78 H 6.89 -2.96 3.24  0.128
79 H -9.98 4.90 0.16  0.121
80 H 1.91 1.87 -1.51  0.085
81 H 1.18 5.44 1.44  0.104
82 H 8.01 -4.27 1.25  0.135
83 H 2.86 -2.71 1.03  0.126
84 H 2.48 -1.41 2.48  0.103
85 H 1.78 -2.60 -2.74  0.120
86 H 2.27 -1.30 -4.63  0.121
87 H 5.94 -4.21 -0.90  0.119
88 H 0.43 -3.13 1.11  0.094
89 H -11.56 -0.94 -0.95  0.122
90 H 0.31 3.83 2.63  0.104
91 H -0.56 -0.44 -4.79  0.118
92 H 3.32 -1.09 -1.92  0.109
93 H 3.48 0.00 2.87  0.100
94 H -2.21 4.33 1.15  0.112
95 H 1.33 -4.46 0.35  0.095
96 H 8.45 -2.14 -3.97  0.076
97 H -1.47 6.53 0.85  0.073
98 H -7.27 -0.46 4.03  0.134
99 H -0.23 -1.58 -6.76  0.082
100 H -3.93 0.48 0.30  0.120
101 H 6.97 -5.65 -0.79  0.126
102 H -8.77 0.74 0.59  0.127
103 H -2.00 6.64 2.39  0.066
104 H 3.33 3.02 1.22  -0.086
105 H 5.27 -1.41 3.73  0.133
106 H -0.30 -2.17 -4.48  0.117
107 H -7.35 2.58 2.10  0.094
108 H 2.23 0.27 -1.89  0.093
109 H -1.83 4.50 2.86  0.120
110 H 4.02 -2.65 3.51  0.128
111 H 2.06 3.25 -0.45  0.097

---

So what do the calculations give for max |F|? Going down the list: 0.44; 3.76; 0.49 eV/A.